Here is C25H23NP2Se4Tl as an isolated structure from OMol25. Energies are from ωB97M-V/def2-TZVPD.

Geometry (Å):
Tl  -7.858  5.895  9.854
C  -9.705  9.889  12.937
N  -9.296  8.870  11.972
P  -9.921  9.026  10.355
C  -10.115  10.758  9.769
C  -9.221  11.282  8.823
C  -9.260  12.641  8.537
C  -10.252  13.450  9.097
C  -11.222  12.913  9.924
C  -11.136  11.572  10.283
C  -11.647  8.558  10.654
C  -12.535  8.774  9.585
C  -13.823  8.274  9.640
C  -14.292  7.691  10.836
C  -13.412  7.524  11.921
C  -12.097  7.877  11.786
P  -8.157  7.616  12.375
C  -8.901  6.830  13.831
C  -9.691  5.716  13.608
C  -10.232  5.004  14.670
C  -9.898  5.367  15.973
C  -9.168  6.542  16.217
C  -8.686  7.265  15.142
C  -6.690  8.496  12.888
C  -5.870  7.754  13.719
C  -4.665  8.290  14.161
C  -4.258  9.547  13.705
C  -5.081  10.268  12.797
C  -6.342  9.777  12.453
H  -9.900  10.845  12.425
H  -8.855  10.020  13.561
H  -10.545  9.569  13.509
H  -8.546  10.603  8.345
H  -8.460  13.069  7.912
H  -10.143  14.524  8.848
H  -11.964  13.565  10.391
H  -11.845  11.191  10.994
H  -12.193  9.250  8.671
H  -14.488  8.386  8.775
H  -15.334  7.367  10.870
H  -13.810  7.063  12.827
H  -11.408  7.585  12.563
H  -9.948  5.380  12.593
H  -10.832  4.123  14.493
H  -10.252  4.688  16.763
H  -8.983  6.842  17.236
H  -8.095  8.173  15.345
H  -6.154  6.722  13.963
H  -4.052  7.679  14.772
H  -3.292  9.910  14.023
H  -4.753  11.245  12.384
H  -6.952  10.362  11.777
Se  -6.448  4.267  12.039
Se  -8.249  2.742  12.236
Se  -10.337  3.009  10.918
Se  -10.554  4.676  9.335

electronic energy = -11481.90396 Eh
E_LUMO (spin up / spin down) = -5.694 / -5.646 eV
maximum force = 0.04958 hartree/bohr
HOMO (spin up / spin down) = -10.513 / -10.515 eV
charge = +1